Entry 1:
24
Properties=species:S:1:pos:R:3:forces:R:3:mulliken_charge:R:1 method="wB97M-V/def2-TZVPD" multiplicity=1 smiles="O=C(O)CCCCO.O.O" total_energy_ev=-15650.197 mol_weight_da=154.2 e_homo_ev=-10.723
O -0.966547 -1.376018 -2.158712 0.11 -0.03 0.03 -0.66
C -1.438147 -1.198026 -1.064281 -0.09 0.06 -0.11 0.64
O -2.741846 -0.876899 -0.971207 -0.12 -0.01 0.01 -0.49
C -0.682063 -1.275495 0.230064 0.31 0.12 0.34 -0.85
C -0.741560 0.034498 1.035724 -0.05 -0.05 0.05 -0.49
C -0.377252 1.282260 0.232402 -0.02 -0.11 -0.07 -0.66
C 1.058668 1.297628 -0.268770 0.01 0.09 0.38 -0.05
O 1.937486 1.646874 0.825288 -0.11 -0.20 0.01 -0.60
H -2.994224 -0.724901 -0.051166 0.07 -0.03 -0.02 0.37
H 0.352228 -1.547135 0.021149 -0.09 0.03 -0.15 0.32
H -1.089371 -2.086606 0.833223 -0.14 -0.09 0.02 0.41
H -1.724295 0.155653 1.504065 -0.07 0.07 -0.16 0.35
H -0.069853 -0.053522 1.885743 0.10 -0.09 0.05 0.25
H -0.535986 2.152711 0.866209 0.02 0.17 0.02 0.45
H -1.042344 1.403287 -0.630473 0.01 -0.07 0.04 0.39
H 1.168602 2.061170 -1.037069 0.04 -0.04 -0.15 0.26
H 1.350135 0.325906 -0.665690 0.02 0.16 -0.15 0.01
H 2.736044 1.113323 0.773475 -0.02 0.03 -0.11 0.30
H 0.911510 -1.482910 -2.124546 0.37 -0.06 -0.01 0.38
H 2.291625 -2.095865 -2.474121 -0.08 0.10 0.08 0.30
O 1.863441 -1.467281 -1.882247 -0.27 -0.13 -0.18 -0.68
H 1.317952 2.224384 3.913711 -0.02 -0.02 0.04 0.31
H 1.337657 1.503762 2.562616 -0.01 0.08 0.09 0.42
O 1.004632 1.428090 3.475877 0.03 0.02 -0.06 -0.67

Entry 2:
22
Properties=species:S:1:pos:R:3:forces:R:3:mulliken_charge:R:1 method="wB97M-V/def2-TZVPD" multiplicity=1 smiles=CCCSCSC.O total_energy_ev=-29129.512 mol_weight_da=154.3 e_homo_ev=-8.490
S 2.273009 -0.526140 -5.378838 -0.76 1.04 0.15 -0.05
S 2.139429 -0.610020 -2.300829 2.56 -0.39 -0.73 -0.17
C 2.809619 -1.637439 -6.673767 0.72 -0.99 0.06 -0.75
C 2.454679 -1.517829 -3.873439 0.44 -0.56 0.47 -0.71
C 0.000000 0.000000 0.000000 0.19 0.18 0.55 -1.09
C 0.512600 -0.055420 -2.448849 -1.64 0.62 -1.08 -0.48
C 0.106840 0.833980 -1.269450 -1.11 -0.59 0.05 -0.46
H 2.037399 -2.262919 -7.152358 0.09 0.40 0.41 0.27
H 3.512219 -2.296009 -6.135938 -0.05 -0.04 -0.65 0.24
H 3.364168 -1.099400 -7.460907 -0.29 0.00 0.52 0.29
H 3.527218 -1.783479 -3.806149 -0.51 0.00 0.16 0.36
H 1.874479 -2.460539 -3.884169 0.10 0.55 -0.14 0.40
H -0.362570 0.614220 0.841360 0.15 -0.32 -0.23 0.33
H 0.999210 -0.391330 0.255060 -0.45 0.04 0.11 0.33
H -0.687400 -0.851890 -0.135530 0.27 0.32 0.03 0.29
H 0.303770 0.552460 -3.350139 0.50 -0.51 0.11 0.37
H -0.061960 -0.997450 -2.537689 -0.53 0.78 0.28 0.26
H -0.903460 1.183560 -1.556749 0.41 0.14 0.33 0.29
H 0.737490 1.728269 -1.102180 -0.07 -0.59 -0.41 0.29
O 3.830059 1.819429 -7.698577 -0.16 1.14 0.34 -0.62
H 3.492869 2.594469 -8.202427 0.37 -0.82 0.58 0.31
H 3.998818 2.166409 -6.793377 -0.23 -0.40 -0.92 0.32

Entry 3:
21
Properties=species:S:1:pos:R:3:forces:R:3:mulliken_charge:R:1 method="wB97M-V/def2-TZVPD" multiplicity=1 smiles=CCP(C)#P(C)C total_energy_ev=-23988.215 mol_weight_da=136.1 e_homo_ev=-7.807
C 2.887387 -0.211176 -0.232791 0.01 -2.62 2.46 -1.17
C 0.636774 1.807728 0.209035 0.18 1.45 -0.42 -1.02
C 1.524967 -0.712289 -0.686666 -0.15 0.68 0.61 -0.47
C -1.917402 -1.784809 -0.396017 -1.96 -2.93 0.35 -0.99
C -2.365814 0.850551 0.806430 -0.99 -0.68 4.42 -1.10
P 0.027311 0.371146 -0.730882 0.55 0.76 -1.57 -0.04
P -1.169402 -0.599926 0.743295 -0.59 0.95 1.17 0.01
H 3.033142 0.733730 -0.577807 1.05 2.53 -1.50 0.31
H 3.615106 -0.973096 -0.564230 0.06 0.81 -0.02 0.36
H -0.225137 2.457583 0.509895 0.78 -0.42 -0.49 0.39
H 1.321002 2.405822 -0.528653 -1.07 -0.99 1.74 0.30
H 1.108989 1.477998 1.146569 0.32 0.40 -0.42 0.30
H 1.603792 -1.306357 -1.556890 0.18 -0.14 -1.42 0.52
H 1.127200 -1.398896 -0.014226 -0.04 -1.70 1.59 0.26
H 3.074096 -0.095256 0.896711 -0.80 -0.46 -1.45 0.26
H -2.951871 -2.288687 -0.059357 2.30 1.23 -0.26 0.31
H -2.118727 -1.432617 -1.388584 0.05 0.44 -0.59 0.39
H -1.204045 -2.661957 -0.483369 -0.71 0.94 0.08 0.31
H -2.118778 1.530866 1.764134 -0.05 -1.23 -2.43 0.29
H -2.547918 1.409611 -0.072682 -0.05 0.59 -0.91 0.43
H -3.340672 0.420028 1.216077 0.92 0.40 -0.94 0.34

Entry 4:
23
Properties=species:S:1:pos:R:3:forces:R:3:mulliken_charge:R:1 method="wB97M-V/def2-TZVPD" multiplicity=1 total_energy_ev=-42564.148 mol_weight_da=198.1 e_homo_ev=-8.148
C 1.942971 0.164343 -0.950488 2.13 1.63 -0.31 -1.36
C 0.444344 -0.746947 -2.524672 -3.37 -2.59 -2.21 -1.33
C -1.168068 1.455221 -0.863920 0.83 1.26 1.45 -1.44
C 0.623732 -0.519625 -1.056771 -0.42 -0.61 1.55 0.72
C -0.614774 0.135376 -0.425168 2.16 0.74 2.65 -0.49
P -2.277288 1.302431 3.811695 -0.03 -1.39 -0.39 0.00
P -1.971655 -0.439895 2.777589 0.00 1.37 -0.12 -0.01
P 0.744022 -1.578150 2.235303 0.31 -0.42 -1.10 -0.19
P -0.189320 0.349571 1.739150 -0.38 0.24 -2.10 0.01
H 1.924093 1.028493 -1.746680 0.71 -1.74 1.30 0.33
H 2.753190 -0.643676 -1.092975 -0.96 1.60 -0.38 0.28
H 2.245626 0.700040 -0.020451 -0.67 -0.61 -0.20 0.38
H 0.911794 0.032206 -3.147797 -0.59 -0.27 0.21 0.31
H -0.749923 -0.874329 -2.745439 2.72 0.73 0.19 0.28
H 0.785026 -1.761085 -2.931127 0.09 1.35 0.82 0.34
H -2.084013 1.696415 -0.345991 -0.40 -0.15 0.44 0.43
H -0.492371 2.319172 -0.593810 -0.40 -0.93 -0.50 0.32
H -1.440136 1.525524 -1.883040 0.09 -0.14 -1.39 0.40
H 0.668817 -1.475627 -0.458710 0.14 0.58 -1.00 0.15
H -1.289313 -0.640951 -0.296284 -1.85 -1.21 -0.29 0.69
H -3.203468 0.486381 4.495561 -0.54 0.47 0.57 0.03
H 1.979453 -0.977199 2.440670 0.72 0.00 0.03 0.06
H 0.457260 -1.537689 3.583352 -0.30 0.10 0.79 0.11

Entry 5:
20
Properties=species:S:1:pos:R:3:forces:R:3:mulliken_charge:R:1 method="wB97M-V/def2-TZVPD" multiplicity=1 smiles=CCSC.CC total_energy_ev=-16247.057 mol_weight_da=106.2 e_homo_ev=-8.516
C 1.481469 0.052811 -2.915766 0.67 0.30 -0.36 -0.75
C 0.318483 -0.860050 -3.314747 0.03 0.46 -0.01 -0.73
H 2.484606 -0.343112 -3.120892 -0.30 -0.42 0.23 0.29
H 1.479830 0.952661 -3.529571 -0.21 0.19 0.05 0.30
H 1.467170 0.379037 -1.875963 -0.18 -0.08 -0.01 0.15
H -0.465974 -0.240599 -3.758614 -0.02 -0.22 -0.01 0.24
H 0.618846 -1.608682 -4.047994 -0.06 0.00 0.06 0.32
H -0.132823 -1.349370 -2.456993 0.06 -0.23 0.08 0.20
C 0.416816 -0.605765 1.227491 0.38 0.03 0.59 -0.43
C -0.222357 -1.535823 2.257348 0.43 -0.48 -0.73 -1.09
C -0.789677 1.820908 1.827349 -0.42 -0.10 0.15 -0.87
S -0.686572 0.612945 0.497908 0.15 0.16 -0.23 -0.04
H 1.270283 -0.090691 1.686194 -0.13 0.06 -0.14 0.33
H 0.837551 -1.186985 0.409849 -0.12 -0.03 -0.18 0.30
H -1.049940 -2.068644 1.792361 -0.27 0.14 0.17 0.31
H -0.536951 -1.017037 3.154094 -0.13 0.03 0.12 0.30
H -1.568766 2.520882 1.528844 -0.01 0.02 0.06 0.30
H -1.111353 1.321365 2.736193 -0.10 0.05 0.16 0.26
H 0.112299 2.386002 2.040764 0.29 -0.11 -0.25 0.28
H 0.509055 -2.313967 2.510602 -0.07 0.22 0.26 0.34

Entry 6:
20
Properties=species:S:1:pos:R:3:forces:R:3:mulliken_charge:R:1 method="wB97M-V/def2-TZVPD" multiplicity=1 smiles=CCSC.CC total_energy_ev=-16245.045 mol_weight_da=106.2 e_homo_ev=-8.411
C 0.117513 -0.615026 -1.142656 0.39 -1.76 3.76 -0.24
C -0.536632 0.517427 -1.784734 -1.21 1.97 -1.54 -0.80
C 3.065707 -0.689166 -1.761168 0.36 -1.21 -0.26 -0.76
S 1.514122 -1.569687 -1.903214 -1.83 -0.45 0.09 -0.10
H 0.416223 -0.229822 -0.096656 0.09 -0.95 -1.39 0.09
H -0.641000 -1.429901 -0.907357 1.02 0.78 -0.33 0.23
H -1.304397 0.190606 -2.517076 0.72 0.29 0.00 0.27
H 0.250450 1.123700 -2.257805 -0.54 0.10 -0.22 0.29
H 2.903783 0.242088 -1.289353 0.02 0.98 0.83 0.26
H 3.772587 -1.375166 -1.133505 -0.89 1.56 -1.67 0.28
H 3.244849 -0.450990 -2.834874 1.09 -0.43 1.03 0.27
H -1.107559 1.212316 -1.096504 0.80 -0.95 -0.33 0.22
C -1.279841 1.104899 2.232878 3.66 2.76 -2.33 -0.36
C -1.661137 -0.288963 2.446310 -1.70 -3.82 1.82 -0.84
H -0.618793 1.617209 3.099696 -1.70 -1.33 -1.90 0.25
H -0.508165 0.912997 1.305879 -1.58 1.69 1.92 -0.06
H -2.122973 1.878439 1.900449 1.74 -2.00 0.74 0.21
H -2.384815 -0.252567 3.262667 -0.50 -0.50 0.02 0.33
H -2.217524 -0.794745 1.562566 1.14 0.96 1.31 0.22
H -0.902398 -1.103648 2.914456 -1.08 2.29 -1.56 0.24

Entry 7:
20
Properties=species:S:1:pos:R:3:forces:R:3:mulliken_charge:R:1 method="wB97M-V/def2-TZVPD" multiplicity=2 total_energy_ev=-16236.422 charge=+1 mol_weight_da=106.2 e_homo_ev="-13.801 / -13.801"
C 1.065709 0.707933 1.177155 0.60 -0.01 2.37 -0.05
C 0.865995 2.038562 1.935364 -3.71 -0.05 -1.80 -0.96
C 1.574691 -2.322582 1.681118 -1.51 0.58 0.40 -0.77
S 0.526271 -0.695648 2.326618 2.21 -0.96 -1.80 0.31
H 0.326272 0.596391 0.447116 -0.97 -0.20 -1.67 0.00
H 2.060893 0.515164 0.802245 0.16 -0.27 -0.02 0.42
H 0.903513 1.887719 2.992019 0.33 0.53 0.61 0.30
H -0.210356 2.393424 1.620064 1.48 -0.96 1.23 0.30
H 0.690752 -3.029589 1.486205 1.64 0.71 0.84 0.35
H 2.138278 -2.199301 0.748304 -0.49 0.74 0.14 0.33
H 2.331655 -2.512239 2.486400 -1.27 -0.17 -0.37 0.37
H 1.326658 2.912019 1.526050 1.50 0.05 0.04 0.38
C -1.714521 0.738156 -2.274489 -0.81 -1.57 1.21 -0.76
C -1.543385 -0.860385 -2.609529 -3.74 2.71 1.48 -0.67
H -2.104103 1.226758 -3.189239 1.36 0.30 0.43 0.34
H -2.626211 0.906431 -1.590260 1.34 -0.70 -0.66 0.27
H -0.833491 1.094996 -1.665564 -0.74 0.39 -1.40 0.13
H -0.749598 -1.068762 -3.300369 -0.12 -0.04 -0.69 0.29
H -2.711470 -0.958169 -2.956326 3.30 -1.12 0.48 0.25
H -1.317554 -1.370877 -1.642883 -0.54 0.03 -0.81 0.16

Entry 8:
27
Properties=species:S:1:pos:R:3:forces:R:3:mulliken_charge:R:1 method="wB97M-V/def2-TZVPD" multiplicity=1 total_energy_ev=-32493.482 charge=-1 mol_weight_da=205.8 e_homo_ev=-4.073
C -3.090385 -0.126947 2.143311 -0.06 -0.10 -0.13 -1.25
C -2.266423 0.359263 0.937952 -0.03 0.17 0.29 -0.24
B -0.910622 -0.429779 0.691220 0.00 0.14 -0.15 -0.96
O -0.989763 -1.823280 0.657708 0.38 -0.07 0.57 -0.65
B 0.610225 0.357370 0.432951 -0.35 -0.34 -0.66 1.69
P 1.744789 -0.345853 1.846124 -0.28 0.46 0.59 0.04
S 1.437571 0.492708 3.644787 -0.02 -0.12 -0.08 -0.55
N 1.184564 0.042684 -1.002200 0.05 0.88 0.27 -0.21
C 2.557675 0.560414 -1.189575 -0.06 -0.40 -0.22 -1.14
C 0.378978 0.535878 -2.037629 0.15 -0.25 -0.08 0.59
C 0.541397 -0.216712 -3.350902 0.10 0.36 -0.21 -1.13
O -0.427697 1.438102 -1.944566 -0.26 -0.31 0.13 -0.60
H -3.512459 -1.124423 1.952091 0.04 0.11 0.08 0.28
H -3.937222 0.535442 2.357801 0.09 -0.10 0.01 0.34
H -2.473446 -0.195282 3.046016 -0.07 0.07 -0.07 0.32
H -2.867530 0.258866 0.020112 0.09 0.02 0.06 0.25
H -2.033932 1.425675 1.030734 -0.08 -0.14 0.05 0.25
H -1.654973 -2.172139 1.263793 -0.29 0.08 -0.43 0.26
H 0.519077 1.542488 0.676428 0.26 0.04 0.05 -0.26
H 1.573454 -1.735399 1.993949 0.22 -0.11 -0.26 -0.01
H 3.125443 -0.274349 1.552067 0.04 -0.20 -0.11 0.01
H 2.717956 0.924358 -2.212760 0.01 -0.07 0.11 0.49
H 3.300356 -0.223652 -1.005054 0.01 0.15 0.11 0.24
H 2.730219 1.407690 -0.514817 0.07 -0.08 -0.05 0.31
H 0.137416 -1.223303 -3.222034 0.07 0.06 0.00 0.22
H 0.006543 0.307268 -4.147432 0.04 -0.11 0.09 0.34
H 1.598790 -0.297087 -3.620073 -0.13 -0.15 0.04 0.36

Entry 9:
25
Properties=species:S:1:pos:R:3:forces:R:3:mulliken_charge:R:1 method="wB97M-V/def2-TZVPD" multiplicity=1 total_energy_ev=-28090.107 charge=+1 mol_weight_da=269.0 e_homo_ev=-12.329
Cd -0.831873 4.730303 -1.281714 0.31 -1.15 1.33 1.12
Cl -0.541840 3.580433 0.817720 -0.16 1.01 -1.32 -0.32
C -1.177301 -0.572741 -2.298862 -0.91 0.23 0.43 -1.46
C -0.197108 -0.381350 -1.138167 -0.44 0.51 -1.04 0.77
C 0.819835 -1.494904 -1.142278 0.56 0.57 0.04 -0.79
O 1.768745 -1.202495 -0.140951 -0.18 -0.21 0.99 -0.33
C 2.782072 -2.184967 -0.035249 0.17 -0.21 -1.07 -0.76
N 0.468830 0.934897 -1.254590 0.42 0.03 0.45 -0.69
H -0.740704 -0.670599 -3.290368 0.35 -0.23 0.15 0.33
H -1.859733 0.280880 -2.370730 0.16 0.11 0.15 0.36
H -1.846959 -1.405841 -2.068969 0.23 -0.21 -0.28 0.40
H -0.779167 -0.413337 -0.213647 0.10 -0.11 0.14 0.10
H 1.379278 -1.512700 -2.084213 -0.36 -0.17 -0.35 0.39
H 0.289561 -2.437468 -0.991713 0.21 -0.21 0.09 0.44
H 3.358017 -2.090154 0.879238 -0.25 0.25 0.15 0.25
H 3.464610 -2.066134 -0.891265 0.05 -0.12 0.17 0.31
H 2.357027 -3.190962 -0.110986 0.00 0.01 0.23 0.31
H 0.073586 1.582001 -0.584423 -0.17 -0.16 -0.01 0.21
H 1.423824 0.806905 -0.913875 -0.03 0.11 -0.26 0.34
C -1.543220 1.026230 3.420066 -0.20 0.57 -0.59 -0.36
O -2.612636 1.762684 2.799052 0.19 -0.20 0.21 -0.43
H -1.997036 0.200143 3.956014 0.08 -0.07 0.00 0.25
H -0.864278 0.667608 2.639182 0.05 -0.28 0.23 0.09
H -0.979055 1.660384 4.108677 -0.05 -0.09 0.10 0.26
H -2.214465 2.391178 2.192040 -0.12 0.02 0.08 0.22

Entry 10:
26
Properties=species:S:1:pos:R:3:forces:R:3:mulliken_charge:R:1 method="wB97M-V/def2-TZVPD" multiplicity=1 total_energy_ev=-26416.429 charge=+2 mol_weight_da=380.8 e_homo_ev=-15.960
C -3.935457 2.111414 -1.221460 1.20 -1.19 -3.65 -0.73
C -4.133987 2.329133 0.179448 -1.15 0.36 3.00 -0.58
H -3.987354 2.933551 -1.942501 -0.92 -0.07 0.31 0.32
H -4.378493 1.179233 -1.609654 -0.60 0.66 -0.01 0.30
H -2.897720 1.838146 -1.358099 0.93 0.03 -0.10 0.09
H -3.455089 1.648628 0.650877 0.48 -0.59 0.93 0.05
H -3.777672 3.323647 0.505009 -0.77 -0.33 0.03 0.27
H -5.137604 2.002598 0.585756 0.90 1.08 -0.49 0.29
Sn -0.117091 -0.638953 0.422989 1.25 1.13 -1.86 1.03
C -1.517057 -2.249331 0.222842 0.24 0.39 1.43 -1.07
H -1.792710 -2.507220 1.245725 -0.29 0.08 -0.08 0.44
H -1.213900 -3.134396 -0.316983 0.68 0.20 -0.41 0.37
H -2.241365 -1.648059 -0.251369 -1.48 0.04 -0.63 0.41
I 0.965433 2.041197 0.069893 -1.15 -1.89 0.39 0.13
C 4.639051 -0.179751 -0.713756 -0.53 -0.25 0.32 -0.68
O 3.386773 -0.735213 -1.389201 0.99 0.33 1.74 -0.24
C 2.473472 -1.121610 -0.549754 1.34 1.07 -2.05 0.79
O 1.351132 -1.426034 -0.984988 -1.23 0.02 0.82 -0.56
N 2.750256 -1.126097 0.764347 -0.89 -0.27 2.10 -0.05
N 1.645516 -1.187060 1.635988 -1.58 0.21 1.67 -0.60
H 5.085756 -0.998262 -0.121274 -0.16 0.41 -0.30 0.37
H 4.369924 0.714336 -0.075464 0.20 -0.93 -0.92 0.29
H 5.327468 0.086226 -1.500026 -0.15 0.11 -0.29 0.27
H 3.494585 -0.644054 1.207086 1.07 0.26 -0.20 0.29
H 1.466265 -2.090610 2.083041 0.72 -0.40 -0.37 0.38
H 1.629866 -0.521459 2.461528 0.91 -0.43 -1.36 0.42